Density functional theory data (ωB97M-V/def2-TZVPD) for a molecular structure, C42H48N6Si3V in a non-equilibrium geometry.

The geometry in XYZ format:
```
100
Properties=species:S:1:pos:R:3:lowdin_spin:R:1
Si 1.643 0.713 2.730 0.000
C -0.775 1.305 -3.154 0.004
H -3.858 1.862 -0.421 0.000
H -4.715 -2.849 -1.327 0.000
H -0.631 -3.068 0.050 0.002
V -0.033 -0.050 -0.351 1.934
N -3.153 0.123 -1.257 0.004
C -0.966 2.610 -1.276 0.002
C -2.831 -2.692 -3.380 0.000
C 3.318 1.022 3.523 -0.001
C -1.274 -2.557 0.751 0.029
H 3.115 1.306 4.560 0.000
C -1.815 0.861 1.690 -0.002
N -0.959 1.319 0.697 -0.016
C -2.948 -2.616 2.439 0.024
C -2.385 -1.890 -2.338 0.001
H 4.003 0.178 3.541 0.000
Si 3.001 0.864 0.036 -0.001
H -5.985 0.873 0.382 0.000
H -0.295 -0.563 3.749 0.000
C -1.181 3.637 -3.431 0.002
H 0.159 -3.963 -4.273 0.000
H 4.964 0.663 1.576 0.000
H -3.885 -2.709 -3.620 0.000
H 4.951 0.140 -4.518 0.000
H 3.260 3.088 -0.921 0.000
C -3.644 -0.442 3.437 0.009
C -1.174 3.771 -2.029 0.000
C -2.848 -1.213 2.553 -0.002
H -3.650 -3.149 3.070 0.001
C -1.456 4.994 0.013 0.000
H 2.877 3.231 0.796 0.000
C -1.073 2.603 0.144 0.000
C -3.509 0.912 3.428 -0.004
H 2.838 -2.349 -1.192 0.000
H 0.812 -2.472 -2.433 0.000
H -4.109 1.513 4.100 -0.001
C -4.082 0.818 -0.604 0.000
H 3.072 -3.759 -0.159 0.000
C -3.399 -1.155 -1.522 0.001
C -2.609 1.575 2.557 0.014
H 1.453 -3.288 -0.616 0.001
H -2.581 2.651 2.577 0.001
N 1.791 -0.146 -2.281 0.004
N -0.699 1.399 -1.847 0.004
H -2.221 -4.359 1.432 -0.001
H 3.832 1.868 3.064 0.000
H 5.024 0.765 -2.121 0.000
N -1.149 -1.247 0.823 -0.007
H 1.256 -1.134 4.372 0.000
H 4.109 -1.819 3.041 0.000
H -4.343 -0.936 4.098 0.000
C -1.304 3.801 0.768 0.003
H -0.649 0.319 -3.571 0.000
H 5.299 -0.094 0.031 0.000
H 1.484 3.021 3.512 0.000
H 2.771 -0.676 -5.458 0.000
H -1.328 3.868 1.843 0.000
C 0.710 -0.254 4.033 0.001
N -1.081 -1.790 -2.021 0.002
H 1.592 2.913 -0.367 0.000
H -0.123 2.396 3.162 0.000
H 0.615 0.420 4.890 0.000
C 2.632 2.690 -0.119 0.001
H -1.623 5.920 0.546 0.000
H -1.066 2.254 -5.062 0.000
H 5.330 1.663 0.182 0.000
C 0.902 2.436 2.794 0.000
C -1.927 -3.442 -4.110 0.001
H 1.916 -3.163 3.315 0.000
H 4.879 -1.637 1.464 0.000
C -4.562 -1.800 -1.115 0.000
H 0.842 -0.828 -3.991 0.000
C 4.067 0.065 -3.898 0.000
C -1.927 -0.562 1.722 0.002
H -6.415 -1.552 -0.062 0.000
C 1.315 -2.935 2.432 0.001
C 1.776 -0.467 -3.583 0.001
C 2.961 0.295 -1.766 0.001
C 2.868 -0.386 -4.422 0.000
C 4.103 0.410 -2.562 0.000
C -1.022 2.401 -3.992 0.000
C -5.272 0.266 -0.156 0.000
C -0.224 -2.540 -2.724 0.001
C -2.173 -3.285 1.540 -0.002
H 0.909 2.970 1.853 0.000
H -1.539 5.906 -1.912 0.000
H 1.065 -3.892 1.966 0.000
H -2.262 -4.063 -4.930 0.000
H 4.252 -3.199 1.970 0.000
C 4.813 0.758 0.509 -0.001
C 1.747 -0.111 1.005 -0.018
C 4.067 -2.121 1.994 0.000
C -0.593 -3.380 -3.761 0.000
H -1.344 4.511 -4.049 0.000
Si 2.359 -1.893 1.256 0.001
H 0.400 -2.476 2.783 0.000
C -1.402 4.995 -1.346 0.003
C -5.507 -1.076 -0.408 0.000
C 2.431 -2.892 -0.339 0.002
```

Calculated values
charge	+1
<S²>	2.025
HOMO level (spin up / spin down)	-9.60 / -9.93	eV
F_max	1.4	eV/Å
lowest unoccupied orbital energy (spin up / spin down)	-2.76 / -2.80	eV
multiplicity	3

***

Density functional theory data (ωB97M-V/def2-TZVPD) for C4H12N2 in the gas phase in a non-equilibrium geometry.

The geometry in XYZ format:
```
18
Properties=species:S:1:pos:R:3:nbo_charge:R:1
H -2.064 0.831 -1.120 0.181
N 2.634 0.428 0.402 -0.830
H -1.110 -1.903 -1.178 0.346
C -1.898 -0.115 -0.588 -0.218
H 2.850 0.457 1.396 0.337
N -1.064 -0.936 -1.486 -0.835
C 1.292 -0.189 0.209 -0.226
H 0.354 1.733 0.370 0.206
H 3.348 -0.183 0.019 0.349
C 0.243 0.725 0.787 -0.404
H -2.883 -0.553 -0.391 0.171
C -1.219 0.275 0.726 -0.399
H 1.200 -0.196 -0.873 0.216
H -1.491 -0.938 -2.406 0.356
H 0.433 0.917 1.847 0.195
H 1.245 -1.216 0.591 0.160
H -1.328 -0.538 1.456 0.186
H -1.818 1.087 1.161 0.209
```

Calculated values
SMILES	NCCCCN
energy above the lowest of the compared OMol25 structures with the same formula, charge and spin	54.7	kJ/mol
HOMO level	-9.14	eV
F_max	1.5	eV/Å
lowest unoccupied orbital energy	1.10	eV

***

Density functional theory data (ωB97M-V/def2-TZVPD) for 2 unconnected molecules or ions with the total composition C5H3NO3S2 in a non-equilibrium geometry.

The geometry in XYZ format:
```
14
Properties=species:S:1:pos:R:3:nbo_charge:R:1
N 2.704 -0.321 0.510 -0.931
C -2.407 -0.123 0.065 -0.281
O 3.326 -2.452 0.467 -0.794
H -3.147 -1.035 0.282 0.176
H -3.892 1.490 -0.056 0.181
H -0.600 -1.247 -0.012 0.225
C 2.663 -1.614 -0.173 0.839
S 2.245 0.979 -0.148 1.473
C -2.799 1.101 -0.134 -0.477
C -0.288 0.942 -0.054 -0.417
C -1.003 -0.261 0.032 -0.414
O 2.613 2.049 0.813 -1.001
O 2.094 -1.761 -1.270 -0.806
S -1.509 2.252 -0.323 0.229
```

Calculated values
charge	-2
energy above the lowest of the compared OMol25 structures with the same formula, charge and spin	41.5	kJ/mol
HOMO level	-0.44	eV
F_max	6.1	eV/Å
lowest unoccupied orbital energy	5.22	eV

***

Density functional theory data (ωB97M-V/def2-TZVPD) for a molecular structure, C43H101F2N8NiO11S2 in a non-equilibrium geometry.

The geometry in XYZ format:
```
168
Properties=species:S:1:pos:R:3:lowdin_spin:R:1
N 0.091 -28.469 12.746 0.001
C -4.930 -33.184 11.009 0.000
C 2.536 -26.558 15.820 0.001
H -1.385 -24.069 19.741 0.001
C -3.682 -33.829 11.492 0.000
C -2.040 -20.711 12.328 0.000
H -5.236 -25.661 19.523 0.006
H 0.916 -29.686 14.691 0.001
H -0.693 -30.634 18.876 0.000
C -10.475 -27.351 12.326 0.000
H -4.694 -21.112 14.523 0.000
H -1.208 -22.584 13.110 0.000
H -1.878 -22.807 15.132 0.001
C -1.118 -33.544 12.270 0.000
H -3.221 -34.525 10.792 0.000
O -3.006 -19.444 15.616 0.000
C 1.857 -29.450 11.284 0.000
C -3.915 -19.205 12.848 0.000
H 1.736 -30.804 9.042 0.000
H -3.547 -30.733 18.940 0.000
H -2.130 -21.801 16.557 0.000
H 0.185 -30.007 9.396 0.000
H -3.282 -18.322 12.768 0.000
H -8.608 -28.143 14.138 0.000
H 0.863 -20.081 16.184 0.000
H -2.864 -33.611 14.352 0.000
H -10.820 -26.929 13.269 0.000
O -4.238 -29.369 15.039 0.061
C -6.051 -23.870 17.760 0.003
H -3.697 -23.721 19.381 0.001
C -4.038 -21.421 13.709 0.000
H 2.154 -28.178 13.069 0.000
N -2.215 -19.957 14.683 0.000
H -6.959 -25.501 12.336 0.001
H -5.094 -30.890 12.593 0.000
H -0.021 -25.003 13.016 0.001
C -5.647 -29.651 18.887 0.005
H -9.372 -28.976 10.981 0.000
C -1.418 -22.054 15.771 0.001
H -0.123 -21.680 11.948 0.000
H -4.718 -18.937 13.535 0.000
H -11.140 -25.364 9.489 0.000
H -2.857 -29.021 10.320 0.000
H -5.444 -33.939 10.414 0.000
O -1.451 -30.755 12.050 0.000
H -6.535 -23.692 18.720 0.000
H -1.979 -29.448 16.528 0.000
H 1.739 -24.167 17.799 0.000
C 1.498 -24.226 15.415 0.000
C -3.270 -29.910 9.844 0.000
C 1.345 -30.054 13.759 0.001
N -1.731 -28.405 18.453 0.038
H -0.507 -33.008 12.995 0.000
C -0.060 -21.000 13.972 0.000
H -11.951 -27.377 10.631 0.000
H -0.461 -20.212 17.267 0.000
H -0.351 -18.852 16.034 0.000
F -1.288 -26.277 16.494 0.010
H -1.386 -28.673 19.364 0.004
N -5.114 -26.070 18.608 0.043
C -3.519 -30.202 17.989 0.003
H -4.197 -32.247 9.291 0.000
C -8.278 -27.304 13.527 0.002
N -8.420 -25.985 11.468 0.000
H -4.032 -29.670 9.103 0.000
H -8.479 -26.398 14.100 0.000
H -0.693 -25.689 19.429 0.000
H 2.836 -26.598 14.772 0.000
C -2.593 -32.954 12.246 0.000
H -8.069 -28.179 10.364 0.000
H -2.957 -18.506 15.417 0.000
H -0.502 -22.469 16.192 0.000
C 1.060 -25.125 13.083 0.001
H -7.647 -23.991 9.511 0.000
H -5.566 -31.519 9.908 0.000
S -2.253 -26.766 15.271 0.150
H -9.898 -23.256 10.436 0.000
O -4.449 -29.178 18.295 0.038
H -1.045 -34.614 12.464 0.000
H 1.248 -26.197 13.141 0.000
H 2.850 -25.143 18.243 0.000
H -3.970 -34.572 12.236 0.000
H 0.468 -24.570 15.507 0.000
H -3.116 -23.534 17.700 0.001
H -11.891 -25.941 11.710 0.000
H -8.831 -24.433 8.354 0.000
C -1.058 -20.732 15.156 0.000
C -9.554 -23.997 11.157 0.000
C -10.460 -26.063 9.977 0.000
H 0.279 -20.021 13.631 0.000
H 1.380 -23.195 15.748 0.000
H -0.537 -29.088 12.252 0.000
C 2.561 -25.077 16.199 0.000
H -1.023 -31.651 17.529 0.000
C -4.627 -31.954 10.249 0.000
H 2.374 -30.366 13.940 0.000
C -4.450 -30.220 12.024 0.001
O -2.670 -25.354 18.575 0.042
H 0.246 -31.757 9.489 0.000
S -4.338 -27.897 15.043 0.223
O -2.467 -25.558 14.443 0.051
C -0.826 -21.618 12.779 0.000
C -3.561 -30.934 10.950 0.000
C 1.473 -28.970 12.757 0.000
H -2.512 -30.209 9.120 0.000
C -8.481 -28.457 11.335 0.000
H -0.349 -28.421 13.654 0.002
C -2.071 -29.582 17.606 0.001
H -5.427 -30.326 19.714 0.000
O -4.559 -27.220 13.741 0.162
C -0.212 -19.912 16.249 0.000
H -5.127 -29.533 11.517 0.000
H -6.308 -28.847 19.210 0.001
H 3.226 -27.046 16.507 0.000
H -4.205 -32.570 13.737 0.000
H 0.780 -30.865 13.299 0.000
O 1.744 -24.224 13.997 0.000
O -1.460 -27.888 14.746 0.100
O 1.209 -30.739 10.999 0.000
C -11.305 -26.689 11.176 0.000
H -4.832 -21.632 12.992 0.000
H 1.328 -24.713 12.110 0.000
H -2.465 -21.297 11.513 0.000
H 1.517 -26.941 15.884 0.001
H -1.575 -19.840 11.865 0.000
H -4.001 -30.764 17.189 0.001
H -7.194 -27.411 13.572 0.003
C -9.145 -25.266 10.485 0.000
H 1.576 -28.648 10.601 0.000
H -7.808 -29.092 11.911 0.000
N -3.411 -27.092 16.256 0.209
H -0.725 -24.551 18.154 0.000
H -5.431 -33.080 11.972 0.000
H -10.250 -24.249 11.957 0.000
C -8.275 -24.828 9.203 0.000
H 0.791 -21.603 14.289 0.000
H -0.701 -33.398 11.274 0.000
H -10.212 -26.877 9.295 0.000
C -8.880 -27.227 12.126 0.000
H -0.833 -28.042 18.168 0.002
H -4.239 -19.558 11.868 0.000
O -7.019 -25.835 11.438 0.002
H -6.163 -30.189 18.092 0.001
H 0.018 -30.299 17.323 0.000
H -3.735 -29.826 12.747 0.000
H -4.704 -25.033 16.820 0.002
C -0.909 -30.603 17.808 0.002
H -2.529 -31.993 14.204 0.000
C 0.830 -30.850 9.645 0.000
H -3.607 -22.405 13.890 0.000
H -6.038 -26.451 18.463 0.001
C -3.132 -32.763 13.723 0.000
H 3.552 -24.649 16.046 0.000
C -4.833 -24.825 17.882 0.006
H -10.893 -28.349 12.461 0.000
C -1.300 -24.881 19.019 0.006
H -7.568 -25.612 8.933 0.000
N -2.460 -31.623 11.481 0.000
H 2.923 -29.590 11.103 0.000
Ni -3.563 -27.323 18.296 1.784
H -0.668 -31.039 11.572 0.000
H -6.740 -24.266 17.014 0.000
N 2.075 -25.098 17.597 0.000
H -8.775 -23.458 11.696 0.000
C -3.014 -20.283 13.480 0.000
H -5.665 -22.960 17.300 0.000
F -5.737 -27.582 15.753 0.010
C -3.523 -24.230 18.433 0.004
```

Calculated values
<S²>	3.755
HOMO level (spin up / spin down)	-3.56 / -7.06	eV
F_max	5.6	eV/Å
lowest unoccupied orbital energy (spin up / spin down)	-0.65 / -1.21	eV
multiplicity	4

***

The highest F_max belongs to which entry?
C5H3NO3S2

***

Which value of F_max does entry 1 give?
1.4 eV/Å